Below is an isolated molecule of C3H5FO at a distorted geometry, with properties calculated with wB97M-V/def2-TZVPD.

Last column: Löwdin charge in e.
CARTESIAN COORDINATES (ANGSTROEM)
C (0.71653, 0.17909, -0.04530)  -0.10
C (-0.72879, -1.96859, -0.13966)  -0.17
C (0.24230, 1.67830, 0.08730)  -0.04
O (-0.29458, -0.72549, 0.20929)  -0.07
F (-1.73305, -2.19114, 0.71086)  0.02
H (1.57009, 0.03306, -0.65813)  0.08
H (-0.01410, -2.81523, -0.36588)  0.13
H (-0.80264, 1.46920, 0.33941)  0.08
H (0.22330, 2.09128, -0.85725)  0.04
H (0.82094, 2.24951, 0.71935)  0.04

Summary:
HOMO (spin up / spin down) (hartree): -0.2952 / -0.2856
E_LUMO (spin up / spin down) (eV): 0.78 / 0.65
Total charge: 0
Energy relative to the best compared isomer or geometry (same formula, charge and spin) (eV): 4.118
Multiplicity: 1

Below is a structure of composition C4H8O2 at a distorted geometry, with properties calculated with wB97M-V/def2-TZVPD.

Last column: Löwdin charge in e.
CARTESIAN COORDINATES (ANGSTROEM)
C (-0.69059, -1.03197, 0.02110)  -0.23
C (-1.41157, 0.28637, -0.29850)  -0.15
O (-0.38039, 1.22076, -0.60073)  -0.12
C (0.65586, 1.27438, 0.31235)  -0.08
C (1.64004, -0.39200, 0.05948)  -0.04
O (0.41828, -0.72609, 0.77538)  -0.28
H (-1.29642, -1.68307, 0.65116)  0.12
H (-0.37230, -1.54416, -0.89388)  0.12
H (-2.07282, 0.22376, -1.17255)  0.13
H (-2.00726, 0.62783, 0.56385)  0.13
H (0.26758, 1.45334, 1.33917)  0.13
H (1.38965, 1.95775, -0.02577)  0.08
H (2.30977, -1.28616, 0.30301)  0.10
H (1.54647, -0.46707, -1.03778)  0.07

Summary:
HOMO (hartree): -0.2910
E_LUMO (eV): 1.02
Total charge: 0
Energy relative to the best compared isomer or geometry (same formula, charge and spin) (eV): 5.456
Multiplicity: 1

Below is a structure of composition C38H58IrN3O2 at a distorted geometry, with properties calculated with wB97M-V/def2-TZVPD.

Last column: Löwdin spin population.
CARTESIAN COORDINATES (ANGSTROEM)
Ir (-0.26733, -1.65835, -0.13125)  1.23
C (4.28727, 3.56005, 1.27615)  0.02
C (4.70647, 2.73145, 0.03805)  0.02
C (6.21837, 2.52565, 0.11005)  0.00
C (4.37127, 3.54025, -1.22885)  0.02
C (3.90707, 1.45335, -0.01625)  0.18
C (2.50477, 1.50525, 0.01135)  0.25
C (1.72517, 0.36955, -0.16515)  0.08
N (0.35647, 0.23945, -0.20915)  0.35
C (-0.64553, 1.17955, -0.18495)  0.08
C (-0.55473, 2.56305, -0.25305)  0.22
C (-1.68913, 3.38345, -0.17555)  0.19
C (-2.94663, 2.76925, -0.10015)  0.06
C (-3.12293, 1.39965, -0.07675)  0.16
C (-1.96063, 0.56425, -0.09385)  0.18
O (-2.01563, -0.72205, -0.03655)  0.29
C (-4.49193, 0.74615, -0.03825)  0.02
C (-5.64693, 1.75305, -0.05945)  0.00
C (-4.61003, -0.07685, 1.25865)  0.02
C (-4.64873, -0.15795, -1.27185)  0.01
C (-1.52623, 4.88165, -0.20605)  0.02
C (-0.66553, 5.31245, 1.00215)  0.02
C (-2.84943, 5.64065, -0.15365)  0.00
C (-0.79113, 5.28375, -1.50785)  0.02
C (2.39387, -0.91495, -0.26105)  0.17
O (1.65107, -1.96595, -0.32935)  0.27
C (3.82027, -0.98465, -0.25725)  0.17
C (4.52257, 0.19995, -0.13535)  0.07
C (4.47897, -2.34515, -0.38195)  0.02
C (6.00567, -2.26385, -0.39165)  0.00
C (4.04527, -3.20445, 0.81985)  0.02
C (4.02857, -3.03465, -1.67895)  0.01
H (4.89377, 4.45995, 1.31295)  0.00
H (4.45137, 2.99345, 2.18885)  0.00
H (3.24517, 3.86125, 1.22435)  0.00
H (6.71007, 3.49495, 0.15565)  0.00
H (6.60477, 2.02705, -0.77815)  0.00
H (6.51317, 1.96985, 0.99715)  0.00
H (4.93917, 4.46555, -1.22465)  0.00
H (3.31437, 3.78885, -1.27715)  0.00
H (4.63297, 2.97815, -2.12275)  0.00
H (2.02597, 2.43905, 0.24215)  0.01
H (0.40377, 3.02885, -0.40715)  0.01
H (-3.82273, 3.39515, -0.09195)  0.00
H (-5.64043, 2.40375, 0.81175)  0.00
H (-6.58393, 1.20035, -0.05365)  0.00
H (-5.63133, 2.35635, -0.96475)  0.00
H (-4.62443, 0.58475, 2.12185)  0.00
H (-3.76983, -0.75995, 1.36465)  0.00
H (-5.53893, -0.64265, 1.24755)  0.00
H (-4.67513, 0.45125, -2.17265)  0.00
H (-5.59213, -0.69375, -1.20345)  0.00
H (-3.83273, -0.87075, -1.36205)  0.00
H (-1.14403, 5.00855, 1.93065)  0.00
H (-0.56513, 6.39455, 1.00445)  0.00
H (0.33137, 4.88115, 0.96995)  0.00
H (-3.37933, 5.43995, 0.77525)  0.00
H (-3.48913, 5.39415, -0.99775)  0.00
H (-2.66493, 6.71145, -0.19035)  0.00
H (0.21817, 4.88335, -1.54855)  0.00
H (-0.72343, 6.36675, -1.55905)  0.00
H (-1.34343, 4.93195, -2.37655)  0.00
H (5.59937, 0.16185, -0.12295)  0.00
H (6.38377, -1.83765, 0.53485)  0.00
H (6.37797, -1.68445, -1.23235)  0.00
H (6.40717, -3.26905, -0.48375)  0.00
H (4.38007, -2.75465, 1.75055)  0.00
H (4.48507, -4.19255, 0.72525)  0.00
H (2.96637, -3.31585, 0.84655)  0.00
H (4.30977, -2.43865, -2.54355)  0.00
H (2.95117, -3.18815, -1.68345)  0.00
H (4.51837, -4.00025, -1.76335)  0.00
C (-4.75243, -4.36875, 1.03895)  0.01
C (-3.73113, -3.58255, 0.21055)  0.02
C (-3.63473, -4.12145, -1.21115)  0.00
C (-2.42223, -3.45885, 0.91415)  0.13
C (-1.18573, -3.71725, 0.26505)  0.00
C (-0.00343, -3.80455, 1.03345)  0.01
C (-0.02033, -3.61375, 2.43155)  0.18
C (1.14567, -3.94345, 3.28185)  0.03
C (-1.21953, -3.17935, 3.01235)  0.04
C (-2.38043, -3.10775, 2.27675)  0.10
H (-5.70473, -4.39455, 0.52065)  0.00
H (-4.91933, -3.93265, 2.01865)  0.00
H (-4.40533, -5.38975, 1.18035)  0.00
H (-4.12513, -2.55575, 0.13845)  0.01
H (-3.22783, -5.13085, -1.21005)  0.00
H (-3.02533, -3.47665, -1.84025)  0.00
H (-4.62863, -4.17335, -1.64455)  0.00
H (-1.19403, -4.20425, -0.70305)  0.00
H (0.87487, -4.26655, 0.59615)  0.00
H (1.74797, -3.05855, 3.48995)  0.02
H (1.79477, -4.68395, 2.81985)  0.00
H (0.80987, -4.31605, 4.24905)  0.00
H (-1.23983, -2.95265, 4.06755)  0.00
H (-3.28643, -2.82205, 2.78465)  0.00
N (-1.61193, -1.13105, -3.13295)  0.03
N (-0.40693, -1.67535, -2.64715)  0.18
H (-2.03833, -1.63895, -3.90205)  0.00
H (-1.53663, -0.14505, -3.35405)  0.00
H (0.42077, -1.19115, -3.00185)  0.00
H (-0.32643, -2.65985, -2.89965)  0.00

Summary:
HOMO (spin up / spin down) (hartree): -0.5986 / -0.6340
E_LUMO (spin up / spin down) (eV): -8.63 / -11.89
Total charge: +3
Energy relative to the best compared isomer or geometry (same formula, charge and spin) (eV): 0.519
Multiplicity: 6

Below is a cluster of 2 separate species, C3H6BrI in total at a distorted geometry, with properties calculated with wB97M-V/def2-TZVPD.

Last column: Löwdin charge in e.
CARTESIAN COORDINATES (ANGSTROEM)
C (0.79494, 0.86044, -0.22794)  -0.08
C (0.33234, -1.43116, -0.21589)  -0.25
C (0.05422, -0.09378, 0.33969)  -0.87
Br (-2.82541, 4.58154, 0.82414)  0.36
I (-1.82209, 0.06673, 1.32196)  0.80
H (0.74606, 1.92969, -0.10132)  0.05
H (1.67254, 0.54879, -0.82766)  0.08
H (-2.60248, 3.72793, -0.17840)  -0.37
H (-0.40038, -2.22953, 0.21569)  0.06
H (1.44971, -1.78862, -0.15593)  0.11
H (0.04268, -1.38157, -1.35052)  0.11

Summary:
HOMO (hartree): -0.3376
E_LUMO (eV): 0.41
Total charge: 0
Energy relative to the best compared isomer or geometry (same formula, charge and spin) (eV): 1.759
Multiplicity: 1
Structure (SMILES): C=C(C)I.Br

Below is a cluster of 8 separate species, H16O8 in total, with properties calculated with wB97M-V/def2-TZVPD.

Last column: Löwdin charge in e.
CARTESIAN COORDINATES (ANGSTROEM)
O (-4.21110, -0.49243, -3.73206)  -0.06
H (-4.51693, 0.24201, -4.26431)  0.03
H (-4.29145, -0.18446, -2.82932)  0.03
O (-0.86002, -3.76418, -5.42871)  -0.05
H (-1.28351, -4.61908, -5.35104)  0.03
H (-1.45144, -3.16154, -4.97784)  0.03
O (-0.86068, 5.11565, -1.24340)  -0.05
H (-1.52459, 5.00897, -0.56218)  0.03
H (-0.36603, 4.29634, -1.22685)  0.03
O (3.68986, -4.04708, -2.25626)  -0.06
H (4.18609, -4.85437, -2.39144)  0.03
H (3.71031, -3.60761, -3.10637)  0.03
O (1.11868, -1.17543, 3.92012)  -0.05
H (0.39543, -1.24927, 4.54276)  0.03
H (1.73498, -1.85782, 4.18613)  0.03
O (-2.47581, 2.58169, 5.15414)  -0.05
H (-1.67472, 2.15384, 4.85175)  0.02
H (-2.61362, 2.23700, 6.03641)  0.03
O (-0.01531, 0.44867, -0.99399)  -0.05
H (-0.01316, -0.45220, -1.31751)  0.03
H (0.15892, 0.36734, -0.05630)  0.03
O (3.96858, 2.58029, 3.50118)  -0.05
H (3.41741, 2.76586, 4.26145)  0.03
H (3.77811, 1.66781, 3.28365)  0.02

Summary:
HOMO (hartree): -0.4159
E_LUMO (eV): 0.01
Total charge: 0
Energy relative to the best compared isomer or geometry (same formula, charge and spin) (eV): 2.948
Multiplicity: 1
Structure (SMILES): O.O.O.O.O.O.O.O

Below is an isolated molecule of C4H7NO2, with properties calculated with wB97M-V/def2-TZVPD.

Last column: Löwdin charge in e.
CARTESIAN COORDINATES (ANGSTROEM)
O (1.63213, 0.01491, -0.83326)  -0.01
C (0.34408, 0.58913, -0.72942)  -0.36
C (-0.74444, -0.44191, -1.01456)  -0.12
O (-0.61593, -1.53856, -0.10587)  -0.04
C (-0.26880, -1.19208, 1.15019)  -0.24
N (0.03448, -0.05236, 1.61639)  0.06
C (0.08934, 1.08231, 0.69030)  -0.17
H (1.86428, -0.32789, 0.04176)  0.09
H (0.28899, 1.38870, -1.47532)  0.15
H (-1.73487, 0.01156, -0.87233)  0.13
H (-0.68355, -0.86298, -2.01905)  0.13
H (-0.25072, -2.07485, 1.78777)  0.13
H (-0.84621, 1.65248, 0.74247)  0.12
H (0.89124, 1.75152, 1.02092)  0.12

Summary:
HOMO (hartree): -0.3635
E_LUMO (eV): 0.84
Total charge: 0
Energy relative to the best compared isomer or geometry (same formula, charge and spin) (eV): 1.455
Multiplicity: 1
Structure (SMILES): O[C@@H]1CN=COC1

no.,energy (a.u.)
1,-292.2450
2,-307.5119
3,-1900.7820
4,-2989.5506
5,-611.4743
6,-361.8274